Below is a cluster of 4 separate species, C6H22B3FNO7P in total, with properties calculated with ωB97M-V/def2-TZVPD.

Values from the calculation:
structure (SMILES) = CC[C@@H](F)B1OBOB(P(N)O)O1.CO.CO.CO
HOMO level = -8.86 eV
energy above the lowest of the compared OMol25 structures with the same formula, charge and spin = 0.00 kJ/mol
frontier orbital gap = 0.33940 Eh

Element x y z (Å)
C 3.531 -1.518 -0.810
C 3.643 -1.796 -2.311
C 2.794 -0.898 -3.225
F 2.351 -1.681 -4.313
B 1.532 -0.280 -2.506
O 1.656 0.833 -1.687
B 0.650 1.047 -0.775
O -0.264 0.046 -0.508
B -0.408 -0.977 -1.426
P -1.482 -2.573 -1.065
N -3.069 -1.913 -0.986
O -1.146 -2.602 0.567
O 0.279 -0.850 -2.624
H 4.383 -1.952 -0.286
H 2.641 -1.984 -0.379
H 3.530 -0.453 -0.583
H 3.307 -2.812 -2.524
H 4.688 -1.748 -2.617
H 3.403 -0.105 -3.669
H 0.503 2.092 -0.232
H -3.127 -1.028 -0.491
H -3.464 -1.782 -1.912
H -0.963 -3.508 0.843
C 0.629 2.079 2.639
O 0.162 3.285 2.050
H 0.192 1.256 2.077
H 1.719 2.005 2.589
H 0.308 1.995 3.680
H 0.533 4.025 2.538
C -1.921 -0.338 4.221
O -0.727 -1.077 3.996
H -2.122 -0.363 5.289
H -1.817 0.706 3.911
H -2.767 -0.785 3.694
H -0.552 -1.079 3.050
C -3.363 2.582 -1.248
O -2.750 2.171 -0.038
H -4.375 2.897 -1.002
H -2.841 3.428 -1.705
H -3.424 1.768 -1.979
H -1.853 1.888 -0.240